# 1
Density functional theory data (the ωB97M-V functional and the def2-TZVPD basis) for a 2-piece molecular cluster, C30H52ClFN2O6PS3 overall in a non-equilibrium geometry.

Calculated values
- DFT total energy: -104230.4483 eV
- E_HOMO: -11.60 eV
- Energy above the lowest of the compared OMol25 structures with the same formula, charge and spin: 12.9638 eV

Structure (ORCA input):
```
! wB97M-V def2-TZVPD RIJCOSX def2/J DEFGRID3
* xyz 1 1
C -6.868 -4.966 -0.895
C -6.929 -6.459 -0.165
C -5.392 -6.820 0.333
C -5.321 -7.241 1.921
C -3.899 -6.682 2.596
C -4.122 -5.225 3.380
C -3.158 -4.022 2.771
C -1.749 -3.922 3.657
C -0.461 -4.128 2.612
C -0.513 -2.854 1.582
C 0.928 -2.550 0.811
C 1.378 -0.980 0.822
C 1.048 -0.108 -0.514
O 1.739 -0.497 -1.744
C 2.964 -1.256 -1.543
C 3.812 -1.175 -2.982
O 3.106 -0.178 -3.831
C 3.310 -0.449 -5.263
C 2.136 0.393 -6.104
C -0.574 -0.367 -0.840
S -0.817 -1.783 -2.105
C -1.306 0.927 -1.557
F -0.944 1.072 -3.017
N -1.221 2.217 -0.781
P -1.469 3.637 -1.891
S -3.292 3.794 -2.551
C -0.023 2.368 0.121
S -0.554 2.078 1.892
C 1.317 1.528 -0.350
Cl 1.825 2.326 -1.989
C 2.493 1.925 0.712
C 4.029 1.769 0.184
C 4.836 3.228 0.050
O 4.253 4.382 -0.285
O 6.309 3.269 0.262
H -6.110 -4.967 -1.793
H -7.969 -4.669 -1.228
H -6.503 -4.148 -0.129
H -7.638 -6.485 0.778
H -7.338 -7.237 -0.946
H -5.065 -7.774 -0.301
H -4.663 -5.923 0.133
H -5.337 -8.425 2.002
H -6.260 -6.842 2.528
H -3.562 -7.493 3.374
H -3.072 -6.610 1.745
H -5.243 -4.894 3.165
H -3.931 -5.315 4.538
H -2.942 -4.299 1.648
H -3.774 -3.020 2.860
H -1.738 -2.851 4.150
H -1.754 -4.735 4.499
H -0.726 -5.100 1.980
H 0.527 -4.227 3.231
H -1.275 -3.148 0.712
H -0.962 -1.878 2.075
H 1.743 -3.133 1.461
H 0.988 -3.071 -0.261
H 2.515 -0.925 1.183
H 0.770 -0.474 1.717
H 2.716 -2.418 -1.417
H 3.693 -0.874 -0.716
H 3.931 -2.224 -3.491
H 4.866 -0.680 -2.725
H 3.194 -1.593 -5.481
H 4.331 -0.018 -5.638
H 1.131 -0.210 -6.010
H 1.965 1.448 -5.582
H 2.465 0.576 -7.234
H -1.197 -0.561 0.160
H -1.892 -2.566 -1.588
H -2.467 0.643 -1.582
H -2.077 2.240 -0.147
H -1.181 4.808 -1.051
H -0.514 3.596 -3.007
H 0.293 3.518 0.059
H -1.414 0.966 1.931
H 2.343 3.089 0.936
H 2.396 1.414 1.779
H 4.172 1.242 -0.847
H 4.628 1.183 1.035
H 6.636 4.211 0.103
C 4.600 7.928 1.749
C 4.317 9.117 2.424
C 3.278 9.939 1.986
C 2.522 9.558 0.869
C 2.809 8.370 0.185
C 3.853 7.556 0.631
N 1.411 10.406 0.419
O 1.201 11.460 1.039
O 0.746 10.019 -0.551
H 5.408 7.287 2.098
H 4.905 9.400 3.294
H 3.070 10.862 2.523
H 2.233 8.064 -0.686
H 4.081 6.630 0.108
*
```

---

# 2
Density functional theory data (the ωB97M-V functional and the def2-TZVPD basis) for one molecule with the formula C3H3Cl2F in a non-equilibrium geometry.

Calculated values
- DFT total energy: -30921.2042 eV
- E_HOMO: -10.17 eV
- SMILES string: C=C(Cl)[C@H](F)Cl
- Energy above the lowest of the compared OMol25 structures with the same formula, charge and spin: 0.1107 eV

Structure (ORCA input):
```
! wB97M-V def2-TZVPD RIJCOSX def2/J DEFGRID3
* xyz 0 1
C -0.559 -0.815 -0.060
C -0.410 0.554 -0.623
C -0.765 0.855 -1.886
H -1.176 -1.482 -0.750
H -1.258 0.054 -2.539
H -0.627 1.870 -2.226
F -1.129 -0.703 1.156
Cl 1.022 -1.591 0.198
Cl 0.368 1.728 0.421
*
```

---

# 3
Density functional theory data (the ωB97M-V functional and the def2-TZVPD basis) for a 10-piece molecular cluster, H20O10 overall in a non-equilibrium geometry.

Calculated values
- DFT total energy: -20799.0491 eV
- E_HOMO: -10.06 eV
- SMILES string: O.O.O.O.O.O.O.O.O.O
- Energy above the lowest of the compared OMol25 structures with the same formula, charge and spin: 3.5635 eV

Structure (ORCA input):
```
! wB97M-V def2-TZVPD RIJCOSX def2/J DEFGRID3
* xyz 0 1
O -2.180 -0.513 0.838
H -2.171 0.000 0.046
H -2.585 0.135 1.443
O 0.530 0.348 -2.363
H 0.957 1.219 -2.390
H -0.343 0.297 -2.690
O 1.909 -2.325 -1.628
H 1.988 -1.436 -1.311
H 2.788 -2.519 -1.967
O -2.008 1.368 -1.172
H -2.867 1.835 -1.229
H -1.786 1.211 -2.106
O -0.639 3.155 0.149
H -1.128 2.415 -0.220
H -0.337 2.955 1.032
O 2.087 1.996 0.999
H 1.374 1.349 1.046
H 2.206 2.031 1.948
O 3.075 0.068 -1.105
H 2.694 0.687 -0.471
H 3.038 0.490 -1.966
O 0.614 -2.462 1.868
H 0.559 -1.633 1.417
H -0.089 -2.920 1.365
O -2.467 -2.778 2.593
H -2.277 -2.181 1.903
H -3.035 -2.310 3.187
O 0.398 -0.178 0.469
H 0.197 0.085 -0.421
H -0.503 -0.398 0.749
*
```

---

# 4
Density functional theory data (the ωB97M-V functional and the def2-TZVPD basis) for a 6-piece molecular cluster, C10H30BF4O5 overall in a non-equilibrium geometry.

Calculated values
- DFT total energy: -32644.4312 eV
- E_HOMO: -6.69 eV
- Energy above the lowest of the compared OMol25 structures with the same formula, charge and spin: 3.8541 eV

Structure (ORCA input):
```
! wB97M-V def2-TZVPD RIJCOSX def2/J DEFGRID3
* xyz -1 1
B -0.022 -0.840 0.656
F 1.321 -0.708 0.332
F -0.833 -1.252 -0.418
F -0.249 -1.833 1.591
F -0.567 0.316 1.267
C -2.866 -3.569 -3.680
C -2.283 -2.471 -2.847
O -1.100 -2.844 -2.403
H -2.774 -4.601 -3.266
H -2.408 -3.515 -4.684
H -3.890 -3.275 -3.914
H -3.050 -2.410 -2.100
H -2.193 -1.475 -3.320
H -0.781 -2.120 -1.906
C 6.170 -1.291 0.732
C 4.830 -0.772 0.127
O 3.817 -0.744 1.174
H 5.931 -2.380 1.167
H 6.667 -0.615 1.410
H 6.809 -1.602 -0.086
H 4.336 -1.553 -0.573
H 5.007 0.282 -0.277
H 3.030 -0.773 0.822
C -4.706 -1.103 3.216
C -3.288 -1.080 2.898
O -3.031 -1.818 1.791
H -5.059 -0.459 2.393
H -4.865 -0.946 4.261
H -5.127 -2.111 3.000
H -2.878 -1.480 3.793
H -2.852 -0.135 2.735
H -2.177 -1.881 1.710
C 2.400 3.920 1.032
C 1.920 2.543 1.172
O 0.831 2.606 2.003
H 3.391 4.012 0.491
H 2.744 4.221 2.141
H 1.632 4.616 0.727
H 2.646 1.868 1.513
H 1.497 2.282 0.244
H 0.337 1.702 1.815
C -0.814 3.360 -2.504
C -0.936 2.334 -1.391
O -0.905 1.043 -1.979
H 0.144 3.482 -3.030
H -1.098 4.466 -2.166
H -1.502 3.298 -3.137
H -2.018 2.357 -0.914
H -0.328 2.451 -0.468
H -0.859 0.496 -1.148
*
```

---

# 5
Density functional theory data (the ωB97M-V functional and the def2-TZVPD basis) for C32H16F15GeN2S3Si2W as an isolated structure.

Calculated values
- DFT total energy: -183780.2861 eV
- E_HOMO (alpha / beta): -12.11 / -12.11 eV
- Energy above the lowest of the compared OMol25 structures with the same formula, charge and spin: 0.0000 eV

Structure (ORCA input):
```
! wB97M-V def2-TZVPD RIJCOSX def2/J DEFGRID3
* xyz 1 1
W -0.497 1.001 0.067
S 1.715 1.719 0.094
C 2.093 1.737 1.801
C 3.471 1.912 2.139
N 4.586 2.062 2.370
C 1.128 1.702 2.742
S -0.563 1.503 2.314
C 1.409 1.810 4.137
N 1.603 1.910 5.265
C -2.968 0.615 0.578
Si -2.667 1.385 -1.170
C -3.186 0.247 -2.533
C -3.301 3.095 -1.321
C -4.625 3.452 -1.591
C -4.971 4.789 -1.663
C -3.998 5.768 -1.479
C -2.682 5.416 -1.232
C -2.315 4.069 -1.156
Si -0.540 3.495 -0.966
C 0.290 3.412 -2.637
C 0.301 4.693 0.199
H -4.054 0.756 0.444
H -2.798 1.150 1.509
H -2.785 -0.450 0.717
H -4.272 0.316 -2.646
H -2.915 -0.794 -2.369
H -2.746 0.591 -3.471
H -5.391 2.697 -1.736
H -5.995 5.076 -1.860
H -4.273 6.813 -1.535
H -1.944 6.200 -1.103
H 0.229 4.414 -3.074
H -0.218 2.728 -3.320
H 1.343 3.133 -2.581
H 0.190 5.692 -0.235
H 1.366 4.508 0.315
H -0.173 4.709 1.181
F -1.620 -2.488 1.099
C -0.849 -2.152 2.150
C 0.520 -1.971 1.969
C 1.238 -1.652 3.114
F 2.553 -1.484 3.069
C 0.639 -1.507 4.357
F 1.371 -1.241 5.424
C -0.734 -1.661 4.480
F -1.318 -1.510 5.651
C -1.486 -1.986 3.362
F -2.803 -2.141 3.458
Ge 1.119 -2.261 0.134
S -0.308 -0.909 -1.089
C 0.708 -4.108 -0.294
C 1.475 -5.037 0.383
F 2.398 -4.584 1.249
C 1.333 -6.400 0.210
F 2.092 -7.256 0.879
C 0.376 -6.857 -0.682
F 0.216 -8.155 -0.871
C -0.417 -5.954 -1.378
F -1.331 -6.395 -2.231
C -0.243 -4.597 -1.173
F -1.029 -3.761 -1.861
C 2.825 -1.822 -0.682
C 3.985 -1.298 -0.130
F 4.029 -0.954 1.151
C 5.136 -1.093 -0.871
F 6.218 -0.587 -0.300
C 5.150 -1.415 -2.219
F 6.240 -1.221 -2.936
C 4.007 -1.929 -2.814
F 4.000 -2.228 -4.106
C 2.879 -2.117 -2.042
F 1.786 -2.598 -2.655
*
```

---

# 6
Density functional theory data (the ωB97M-V functional and the def2-TZVPD basis) for a 2-piece molecular cluster, C3H7FN2O overall in a non-equilibrium geometry.

Calculated values
- DFT total energy: -10965.3297 eV
- E_HOMO: -8.69 eV
- Energy above the lowest of the compared OMol25 structures with the same formula, charge and spin: 3.8365 eV

Structure (ORCA input):
```
! wB97M-V def2-TZVPD RIJCOSX def2/J DEFGRID3
* xyz 0 1
C -1.025 -0.041 -0.290
C 0.236 0.747 -0.661
C 1.314 -0.280 -0.267
H -2.535 0.268 1.095
H -1.309 1.660 1.049
H -1.581 -2.209 -0.081
H 0.284 1.078 -1.658
H 2.469 0.163 -0.377
H 1.172 -1.006 -1.183
H 2.354 -0.840 1.294
N -1.684 0.655 0.684
N -1.082 -1.391 -0.589
O 1.062 -0.755 1.016
F 0.327 1.951 -0.032
*
```

---

# 7
Density functional theory data (the ωB97M-V functional and the def2-TZVPD basis) for a 2-piece molecular cluster, C2H8IN2 overall in a non-equilibrium geometry.

Calculated values
- DFT total energy: -13274.8579 eV
- E_HOMO: -13.81 eV
- Energy above the lowest of the compared OMol25 structures with the same formula, charge and spin: 3.2893 eV

Structure (ORCA input):
```
! wB97M-V def2-TZVPD RIJCOSX def2/J DEFGRID3
* xyz 1 1
C -0.742 -0.658 0.983
C 0.058 0.621 0.788
N 0.171 -1.822 0.848
N 0.448 1.089 -1.577
I -0.799 2.519 1.159
H -1.417 -0.818 1.806
H -1.423 -0.791 0.154
H 1.109 0.616 0.876
H -0.082 -2.520 0.088
H 1.108 -1.639 0.539
H 0.489 0.227 -1.969
H 1.393 1.595 -1.759
H -0.313 1.580 -1.935
*
```

---

# 8
Density functional theory data (the ωB97M-V functional and the def2-TZVPD basis) for a 2-piece molecular cluster, C7H10ClN2 overall in a non-equilibrium geometry.

Calculated values
- DFT total energy: -22912.2865 eV
- E_HOMO (alpha / beta): -11.11 / -13.44 eV

Structure (ORCA input):
```
! wB97M-V def2-TZVPD RIJCOSX def2/J DEFGRID3
* xyz 1 3
C -1.643 -1.198 0.888
C -2.672 -0.115 -0.765
C -0.784 -0.217 0.443
C 2.754 -0.795 1.550
C 3.183 -0.017 0.533
C -0.777 1.554 -1.217
C 2.192 0.718 -0.267
N -2.788 -1.059 0.169
N -1.474 0.441 -0.530
Cl 2.566 0.874 -1.901
H -1.632 -1.956 1.679
H -3.217 0.043 -1.601
H 3.342 -1.321 2.125
H 1.707 -0.923 1.682
H 4.227 0.082 0.227
H -0.814 1.578 -2.270
H -1.065 2.506 -0.806
H 0.303 1.422 -1.054
H 0.261 0.037 0.748
H -3.669 -1.655 0.364
*
```

---

# 9
Density functional theory data (the ωB97M-V functional and the def2-TZVPD basis) for a 3-piece molecular cluster, C23H22BF16O6P overall in a non-equilibrium geometry.

Calculated values
- DFT total energy: -89938.8240 eV
- E_HOMO: -8.00 eV
- SMILES string: COB(O)C1=CC(=O)c2cccc(P(C)C)c2C1=O.FC(F)C(F)(F)COC(F)(F)C(F)F.FC(F)C(F)(F)COC(F)(F)C(F)F

Structure (ORCA input):
```
! wB97M-V def2-TZVPD RIJCOSX def2/J DEFGRID3
* xyz 0 1
C -1.890 0.919 5.651
O -1.627 1.907 6.655
B -0.958 3.010 6.156
O -1.542 4.244 6.105
C 0.527 2.761 5.641
C 1.471 2.278 6.452
C 2.827 2.042 5.889
O 3.839 2.241 6.506
C 2.818 1.577 4.469
C 3.760 0.659 4.038
C 3.702 0.230 2.717
C 2.731 0.711 1.854
C 1.759 1.640 2.265
P 0.490 2.224 1.079
C 0.295 0.784 -0.072
C -1.149 2.243 1.934
C 1.834 2.064 3.601
C 0.882 3.041 4.211
O 0.457 3.999 3.620
H -2.552 0.172 6.077
H -0.981 0.436 5.285
H -2.400 1.388 4.808
H -2.242 4.280 5.445
H 1.286 2.029 7.488
H 4.515 0.251 4.693
H 4.416 -0.501 2.364
H 2.699 0.381 0.826
H 0.562 1.044 -1.093
H -0.749 0.483 -0.085
H 0.861 -0.094 0.233
H -1.378 3.274 2.183
H -1.119 1.659 2.851
H -1.929 1.888 1.265
C -3.606 -1.517 -3.360
C -2.718 -1.195 -2.146
C -2.255 -2.365 -1.276
F -3.292 -3.003 -0.702
F -1.469 -1.878 -0.285
F -3.319 -0.257 -1.385
F -1.579 -0.617 -2.647
O -5.004 -1.340 -3.222
C -5.805 -2.334 -2.710
C -6.481 -1.901 -1.406
F -5.564 -1.581 -0.473
F -7.226 -2.924 -0.932
F -5.131 -3.490 -2.569
F -6.783 -2.558 -3.613
H -3.327 -0.782 -4.114
H -3.360 -2.488 -3.792
H -1.670 -3.080 -1.857
H -7.124 -1.037 -1.583
C 3.456 -0.695 -5.903
C 4.399 -0.257 -4.769
C 5.090 -1.354 -3.956
F 4.202 -2.130 -3.304
F 5.887 -0.777 -3.027
F 3.746 0.589 -3.944
F 5.399 0.456 -5.359
O 2.063 -0.705 -5.638
C 1.451 -1.794 -5.070
C 0.849 -1.452 -3.707
F 1.795 -1.018 -2.853
F 0.290 -2.569 -3.174
F 2.281 -2.853 -5.006
F 0.428 -2.146 -5.882
H 3.567 0.072 -6.668
H 3.786 -1.624 -6.368
H 5.713 -1.980 -4.601
H 0.096 -0.683 -3.815
*
```

---

# 10
Density functional theory data (the ωB97M-V functional and the def2-TZVPD basis) for one molecule with the formula C6H9ClO2S in a non-equilibrium geometry.

Calculated values
- DFT total energy: -33816.4777 eV
- E_HOMO: -9.21 eV
- Energy above the lowest of the compared OMol25 structures with the same formula, charge and spin: 2.0173 eV

Structure (ORCA input):
```
! wB97M-V def2-TZVPD RIJCOSX def2/J DEFGRID3
* xyz 0 1
C 1.680 -0.253 -1.326
C 2.293 -1.012 -0.418
C 0.564 0.652 -1.005
C 1.594 -1.006 0.902
C 0.160 0.613 0.422
C -2.626 0.924 0.231
O -1.437 -0.886 1.921
O -1.381 -1.383 -0.516
S -1.334 -0.435 0.561
Cl 2.619 -0.581 2.225
H 1.795 -0.209 -2.444
H 3.147 -1.730 -0.493
H 0.975 1.720 -1.167
H -0.362 0.353 -1.603
H 0.924 -1.894 1.045
H 0.290 1.438 1.084
H -3.536 0.942 0.963
H -2.305 2.002 0.422
H -3.060 0.742 -0.807
*
```

---

# 11
Density functional theory data (the ωB97M-V functional and the def2-TZVPD basis) for one molecule with the formula C19H32N4O2S in a non-equilibrium geometry.

Calculated values
- DFT total energy: -41113.2051 eV
- E_HOMO: -8.65 eV
- SMILES string: CC[C@H](c1nnc(SCC(=O)N2C[C@]3(C)C[C@H]2CC(C)(C)C3)o1)N(C)C
- Energy above the lowest of the compared OMol25 structures with the same formula, charge and spin: 0.6839 eV

Structure (ORCA input):
```
! wB97M-V def2-TZVPD RIJCOSX def2/J DEFGRID3
* xyz 0 1
C -3.661 0.500 -2.356
C -4.510 1.036 -1.209
H -5.539 0.700 -1.343
H -4.500 2.127 -1.242
C -4.079 0.615 0.211
C -2.717 1.139 0.538
N -1.870 0.680 1.396
N -0.783 1.483 1.372
C -1.027 2.404 0.489
S -0.034 3.723 0.000
C 1.485 3.329 0.940
H 1.912 4.299 1.197
H 1.187 2.783 1.829
C 2.481 2.594 0.041
O 2.999 3.165 -0.901
N 2.746 1.319 0.350
C 2.244 0.523 1.456
H 1.153 0.497 1.486
C 2.858 -0.862 1.209
C 2.989 -1.657 2.503
H 3.596 -1.116 3.226
H 3.460 -2.618 2.313
H 2.009 -1.834 2.940
C 4.201 -0.480 0.583
C 3.725 0.558 -0.422
C 3.074 -0.144 -1.615
H 2.738 0.608 -2.330
H 3.847 -0.741 -2.103
C 1.884 -1.044 -1.223
C 0.582 -0.239 -1.308
H 0.639 0.671 -0.722
H 0.386 0.042 -2.342
H -0.258 -0.831 -0.950
C 1.776 -2.186 -2.243
H 1.648 -1.788 -3.247
H 0.920 -2.818 -2.014
H 2.671 -2.805 -2.234
C 2.058 -1.673 0.180
H 1.069 -1.888 0.591
H 2.572 -2.630 0.065
H 4.504 1.239 -0.774
H 4.704 -1.320 0.110
H 4.866 -0.037 1.326
H 2.610 0.927 2.408
O -2.240 2.253 -0.080
N -4.256 -0.808 0.454
C -4.739 -1.095 1.791
H -5.669 -0.556 1.967
H -4.012 -0.827 2.569
H -4.944 -2.163 1.860
C -3.118 -1.655 0.145
H -2.687 -1.371 -0.809
H -2.337 -1.601 0.915
H -3.473 -2.683 0.074
H -4.769 1.135 0.891
H -3.792 -0.572 -2.469
H -3.970 0.976 -3.284
H -2.607 0.719 -2.204
*
```

---

# 12
Density functional theory data (the ωB97M-V functional and the def2-TZVPD basis) for a 2-piece molecular cluster, CH6OSi overall in a non-equilibrium geometry.

Calculated values
- DFT total energy: -11056.9037 eV
- E_HOMO: -8.70 eV
- Energy above the lowest of the compared OMol25 structures with the same formula, charge and spin: 3.0922 eV

Structure (ORCA input):
```
! wB97M-V def2-TZVPD RIJCOSX def2/J DEFGRID3
* xyz 0 1
C -0.597 1.286 1.164
O 0.578 0.666 0.772
Si 0.770 0.116 -0.805
H -1.317 1.563 0.396
H -0.380 1.914 2.007
H -1.164 0.618 1.888
H -0.299 -2.817 -2.396
H 1.993 -0.592 -0.398
H 0.416 -2.753 -2.627
*
```

---

> What is the DFT total energy in the third record?

-20799.0491 eV